Record 1
A molecular structure, C24H31N3O4SnTe, computed with wB97M-V/def2-TZVPD.

Its total energy is -1880.79117 Ha. The expectation value of S² is 0.763. As for the energy above the lowest of the compared OMol25 structures with the same formula, charge and spin: 5.4 kcal/mol. The HOMO energy (alpha / beta) comes out at -4.4 / -4.7 eV. The charge is -1. The calculation puts the orbital gap (alpha / beta) at 0.24291 / 0.22558 Eh. Its spin multiplicity is 2.

Positions of all 64 atoms, in Å:
Sn: 1.855 3.914 -1.442
N: 3.497 1.627 -1.815
C: 3.542 0.941 -0.531
C: 3.257 1.848 0.662
O: 3.664 1.467 1.768
N: 2.553 2.965 0.440
C: 2.296 3.741 1.639
C: 1.609 5.069 1.342
O: 1.396 5.844 2.263
O: 1.290 5.282 0.104
H: 4.308 2.218 -1.951
H: 3.439 0.980 -2.590
H: 2.755 0.187 -0.539
H: 4.484 0.428 -0.316
H: 1.666 3.190 2.345
H: 3.220 3.954 2.183
C: -2.170 2.716 -2.413
C: -0.763 3.068 -1.979
O: -0.462 4.300 -1.939
N: 0.153 2.200 -1.618
Te: -0.242 -0.006 -1.531
C: -1.519 -1.834 -1.402
C: -1.188 -2.971 -2.146
C: 0.030 -3.075 -3.034
C: -2.001 -4.106 -2.066
C: -3.135 -4.139 -1.278
C: -4.004 -5.366 -1.204
C: -3.465 -2.992 -0.563
C: -2.687 -1.844 -0.619
C: -3.128 -0.641 0.171
C: 0.205 -0.067 0.545
C: -0.185 0.942 1.438
C: -1.087 2.099 1.102
C: 0.295 0.891 2.745
C: 1.151 -0.102 3.185
C: 1.793 -0.023 4.539
C: 1.466 -1.124 2.304
C: 1.009 -1.131 0.994
C: 1.429 -2.280 0.114
H: -2.536 3.504 -3.068
H: -2.814 2.687 -1.531
H: -2.224 1.751 -2.911
H: 0.567 -2.135 -3.122
H: -0.259 -3.397 -4.036
H: 0.726 -3.819 -2.640
H: -1.725 -4.986 -2.641
H: -3.558 -6.199 -1.748
H: -4.991 -5.176 -1.632
H: -4.154 -5.679 -0.169
H: -4.360 -2.991 0.053
H: -4.124 -0.796 0.584
H: -3.151 0.249 -0.461
H: -2.442 -0.435 0.994
H: -1.785 1.853 0.305
H: -0.510 2.965 0.776
H: -1.656 2.384 1.988
H: 0.011 1.686 3.427
H: 1.164 0.510 5.252
H: 2.733 0.526 4.439
H: 2.016 -1.014 4.939
H: 2.125 -1.923 2.631
H: 2.198 -2.870 0.613
H: 1.833 -1.933 -0.840
H: 0.586 -2.935 -0.113

Record 2
2 unconnected molecules or ions with the total composition C5H10 in a non-equilibrium geometry, computed with wB97M-V/def2-TZVPD.

Its total energy is -196.34552 Ha. As for the energy above the lowest of the compared OMol25 structures with the same formula, charge and spin: 102.2 kcal/mol. The HOMO energy comes out at -8.0 eV. The charge is 0. The calculation puts the orbital gap at 0.29674 Eh.

Positions of all 15 atoms, in Å:
C: -1.932 0.326 -0.277
C: -0.644 0.452 0.565
C: 0.635 -0.204 0.030
C: 1.728 0.701 -0.078
C: 0.546 -1.535 -0.110
H: -2.526 -0.537 0.012
H: -1.823 0.414 -1.352
H: -2.520 1.163 0.112
H: -0.854 -0.080 1.498
H: -0.527 1.474 0.931
H: 2.647 0.243 -0.418
H: 1.566 1.700 0.280
H: 0.572 1.092 -1.355
H: -0.342 -2.100 0.101
H: 1.394 -2.038 -0.564

Record 3
A molecular structure, C5H4N3P in a non-equilibrium geometry, computed with wB97M-V/def2-TZVPD.

Its total energy is -698.42146 Ha. As for the energy above the lowest of the compared OMol25 structures with the same formula, charge and spin: 20.1 kcal/mol. The HOMO energy comes out at -10.3 eV. The charge is 0. The calculation puts the orbital gap at 0.33852 Eh.

Positions of all 13 atoms, in Å:
C: -1.354 -0.936 0.518
C: -0.036 -1.874 -1.075
C: 0.223 0.942 -1.223
C: 0.101 -1.175 0.150
C: 0.734 0.135 -0.179
N: -2.469 -0.781 0.759
N: -0.079 -2.452 -2.066
N: -0.311 1.593 -2.003
P: 0.170 1.430 1.721
H: 0.684 -1.673 1.048
H: 1.849 0.058 -0.208
H: -0.780 2.423 1.000
H: 1.267 2.310 1.559